The following is a DFT calculation (ωB97M-V/def2-TZVPD) of a structure of composition C5H11ClNSTbY at a distorted geometry.

CARTESIAN COORDINATES (ANGSTROEM)
Tb -0.060 1.472 -1.614
Cl -0.008 3.359 0.111
C -2.195 1.727 -2.536
C 2.016 1.688 -2.499
H -2.101 1.840 -3.633
H -2.901 0.923 -2.271
H -2.494 2.670 -2.044
H 1.945 1.760 -3.598
H 2.709 0.895 -2.194
H 2.304 2.647 -2.033
Y -0.417 -1.402 1.583
C 1.802 -1.248 2.371
C -0.291 -2.241 -0.458
H 2.360 -1.870 1.671
H 2.302 -0.263 2.497
H 1.681 -1.745 3.341
H 0.567 -1.733 -1.160
H -1.212 -1.775 -1.259
S -2.454 -2.587 5.897
C -1.956 -2.180 4.486
N -1.599 -1.938 3.343

Output
strongest force on any atom	5.97	eV/Å
2S+1	7
HOMO (spin up / spin down)	-3.39 / -3.79	eV
Kohn-Sham gap (spin up / spin down)	5.43 / 5.83	eV
expectation value of S²	12.783
total charge	-1
E	-53686.2707	eV

=====

The following is a DFT calculation (ωB97M-V/def2-TZVPD) of the ion C5H11ClO3P with charge -1 at a distorted geometry.

CARTESIAN COORDINATES (ANGSTROEM)
C 1.583 1.095 1.324
C 1.020 0.734 -0.075
C -0.204 -0.149 0.153
C 0.009 -1.574 0.694
C -1.347 0.657 0.780
P -1.101 -0.168 -1.787
O -1.182 1.265 -2.231
O -2.334 -1.018 -1.872
O 0.070 -0.680 -2.989
Cl 0.553 -2.315 -3.020
H 0.754 0.897 1.979
H 1.714 2.151 1.397
H 2.478 0.526 1.655
H 0.695 1.660 -0.576
H 1.770 0.084 -0.658
H 0.733 -2.079 0.077
H -0.959 -2.127 0.721
H 0.487 -1.643 1.641
H -1.185 1.598 0.324
H -2.214 0.124 0.582
H -1.340 0.962 1.879

Output
strongest force on any atom	3.09	eV/Å
2S+1	1
HOMO	-4.96	eV
Kohn-Sham gap	8.33	eV
SMILES string	CCC(C)(C)[P@](=O)([O-])OCl
relative energy (zero: lowest compared OMol25 entry of this formula, charge and spin)	1.2141	eV
total charge	-1
E	-33318.7527	eV

=====

The following is a DFT calculation (ωB97M-V/def2-TZVPD) of the molecule C5H11ClSi at a distorted geometry.

CARTESIAN COORDINATES (ANGSTROEM)
C -1.298 0.793 1.118
C -1.065 -0.324 0.446
C -1.975 -1.350 -0.078
Si 0.941 -0.764 -0.114
C 1.166 0.261 -1.662
C 1.583 -0.021 1.588
Cl 2.558 -2.274 -0.479
H -0.405 1.389 1.387
H -2.350 1.179 1.472
H -1.648 -1.361 -1.116
H -3.043 -1.259 0.074
H -1.786 -2.298 0.286
H 0.334 -0.220 -2.284
H 0.839 1.291 -1.622
H 2.030 0.187 -2.311
H 1.039 -0.482 2.465
H 2.578 -0.525 1.632
H 1.685 1.005 1.865

Output
strongest force on any atom	3.98	eV/Å
2S+1	1
HOMO	-9.52	eV
Kohn-Sham gap	9.17	eV
SMILES string	C=C(C)[Si](C)(C)Cl
relative energy (zero: lowest compared OMol25 entry of this formula, charge and spin)	1.5994	eV
total charge	0
E	-25762.4713	eV

=====

The following is a DFT calculation (ωB97M-V/def2-TZVPD) of a structure of composition C5H11CrFO3 at a distorted geometry.

CARTESIAN COORDINATES (ANGSTROEM)
F -3.045 4.261 0.968
C -2.115 3.059 0.652
H -2.697 2.260 1.130
H -1.193 3.413 1.132
H -2.168 3.051 -0.444
C 1.811 -1.776 -2.114
O 1.083 -0.732 -2.677
C 1.237 -2.193 -0.760
O 1.058 -0.987 -0.014
C 0.145 -0.997 1.083
C -0.217 0.460 1.350
O -0.594 1.119 0.172
Cr 0.380 0.407 -1.327
H 2.874 -1.496 -1.966
H 1.814 -2.676 -2.758
H 1.902 -2.881 -0.217
H 0.252 -2.672 -0.894
H 0.606 -1.474 1.962
H -0.753 -1.568 0.793
H 0.648 0.964 1.824
H -1.028 0.459 2.105

Output
strongest force on any atom	4.56	eV/Å
2S+1	4
HOMO (spin up / spin down)	-14.53 / -14.61	eV
Kohn-Sham gap (spin up / spin down)	6.96 / 8.66	eV
expectation value of S²	3.940
total charge	+1
E	-42634.9859	eV